The following is a quantum chemistry calculation of a molecular structure, H2OSn in a non-equilibrium geometry, from the Open Molecules 2025 dataset.

HOMO-LUMO gap (eV): 8.214
Relative energy (zero: lowest compared OMol25 entry of this formula, charge and spin) (kcal per mole): 22.3
LUMO energy (eV): -13.713
HOMO energy (eV): -21.93
Molecular weight (g mol⁻¹): 136.7
Largest force on an atom (eV Å⁻¹): 2.10

```
! RIJCOSX wB97M-V def2-TZVPD def2/J DEFGRID3
* xyz 2 1
Sn -0.211 -2.062 1.324
O 0.242 0.490 -0.152
H 0.522 0.552 -1.065
H -0.553 1.021 -0.108
*
```

And the natural (NBO) charges, in e, turn out to be: 1.9305 -0.9842 0.5339 0.5198